{"formula": "C42H72BrFN8O12P", "method": "wB97M-V/def2-TZVPD", "total_charge": 1, "e_tot_ev": -163249.6516, "fmax_ev_per_a": 4.17, "orbital_gap_ev": 7.5, "lumo_ev": -3.423, "elements": ["C", "C", "C", "N", "C", "N", "C", "C", "C", "C", "N", "N", "P", "N", "C", "C", "C", "C", "Br", "C", "O", "N", "C", "O", "F", "C", "C", "C", "C", "N", "O", "C", "C", "C", "C", "C", "C", "C", "O", "C", "N", "H", "H", "H", "H", "H", "H", "H", "H", "H", "H", "H", "H", "H", "H", "H", "H", "H", "H", "H", "H", "H", "H", "H", "H", "H", "H", "H", "H", "H", "H", "H", "H", "H", "H", "H", "H", "H", "H", "H", "H", "H", "H", "H", "H", "H", "H", "H", "H", "O", "C", "O", "C", "C", "C", "H", "H", "H", "H", "H", "H", "O", "C", "O", "C", "C", "C", "H", "H", "H", "H", "H", "H", "O", "C", "O", "C", "C", "C", "H", "H", "H", "H", "H", "H", "O", "C", "O", "C", "C", "C", "H", "H", "H", "H", "H", "H"], "positions_angstrom": [[1.221, 1.127, 3.662], [0.302, 1.540, 3.028], [-0.738, 2.012, 1.998], [-0.603, 1.389, 0.659], [-0.303, 2.322, -0.366], [0.923, 2.756, -0.474], [2.044, 2.361, 0.444], [3.407, 2.909, -0.131], [4.570, 1.840, -0.113], [4.169, 0.684, -1.128], [4.414, -0.621, -0.445], [-1.265, 2.693, -1.303], [-1.157, 4.253, -2.023], [0.002, 4.390, -3.105], [-2.248, 1.708, -1.768], [-3.692, 2.329, -1.387], [-3.747, 3.151, -0.041], [-5.070, 2.836, 0.800], [-5.828, 4.438, 1.646], [-2.338, 1.678, -3.364], [-1.395, 1.827, -4.086], [-3.660, 1.525, -4.058], [-3.867, 2.688, -4.904], [-4.688, 3.473, -4.600], [-3.176, 2.893, -6.065], [-2.013, 0.228, -1.178], [-0.761, -0.316, -2.045], [0.348, -1.151, -1.313], [0.156, -2.704, -1.256], [0.152, -3.518, -0.064], [0.051, -3.283, -2.309], [-3.272, -0.688, -1.495], [-4.391, -0.695, -0.344], [-3.002, -2.200, -1.796], [-4.374, -2.924, -2.238], [-1.710, 0.451, 0.334], [-1.581, -0.860, 1.236], [-2.574, -0.879, 2.453], [-1.954, -0.484, 3.702], [-3.171, -2.336, 2.728], [-4.364, -2.122, 3.558], [1.930, 0.908, 4.480], [-1.744, 1.916, 2.470], [-0.562, 3.119, 1.861], [1.223, 3.405, -1.220], [1.856, 2.927, 1.396], [2.033, 1.256, 0.604], [3.328, 3.310, -1.174], [3.730, 3.777, 0.510], [5.533, 2.336, -0.392], [4.603, 1.394, 0.914], [3.078, 0.718, -1.411], [4.733, 0.781, -2.098], [3.593, -1.226, -0.496], [5.194, -1.042, -0.960], [-2.350, 4.668, -2.710], [-0.841, 5.191, -0.980], [0.474, 3.488, -3.238], [-4.544, 1.635, -1.558], [-3.850, 3.132, -2.168], [-3.798, 4.260, -0.235], [-2.889, 2.996, 0.655], [-4.882, 2.026, 1.557], [-5.836, 2.409, 0.096], [-3.521, 0.714, -4.678], [-0.177, 0.599, -2.366], [-1.085, -0.767, -3.017], [0.641, -0.756, -0.297], [1.292, -1.013, -1.919], [-0.822, -3.803, 0.115], [0.378, -2.943, 0.761], [-3.841, -0.302, -2.392], [-5.407, -0.936, -0.766], [-4.158, -1.515, 0.374], [-4.520, 0.306, 0.138], [-2.647, -2.802, -0.914], [-2.301, -2.425, -2.631], [-4.820, -3.535, -1.423], [-4.184, -3.521, -3.171], [-5.061, -2.095, -2.574], [-2.633, 0.925, 0.785], [-0.524, -0.827, 1.637], [-1.660, -1.807, 0.659], [-3.454, -0.186, 2.341], [-1.201, -1.097, 3.803], [-3.370, -2.890, 1.769], [-2.417, -2.887, 3.349], [-4.847, -2.990, 3.783], [-5.001, -1.423, 3.152], [-6.536, -0.610, 3.200], [-7.347, -0.641, 4.090], [-8.063, -1.742, 4.408], [-9.015, -1.417, 5.436], [-8.461, -0.180, 6.112], [-7.747, 0.518, 4.968], [-9.985, -1.237, 4.967], [-9.107, -2.255, 6.126], [-9.228, 0.428, 6.590], [-7.735, -0.468, 6.876], [-8.417, 1.174, 4.407], [-6.873, 1.068, 5.313], [7.669, -1.751, -1.239], [7.769, -1.790, -0.042], [6.940, -2.503, 0.766], [7.270, -2.238, 2.140], [8.701, -1.749, 2.121], [8.781, -1.034, 0.784], [6.576, -1.484, 2.524], [7.160, -3.151, 2.724], [8.952, -1.117, 2.974], [9.385, -2.607, 2.125], [8.469, 0.010, 0.860], [9.775, -1.107, 0.348], [9.871, -3.799, 3.433], [9.972, -3.854, 4.629], [9.141, -4.576, 5.421], [9.465, -4.341, 6.800], [10.901, -3.856, 6.794], [10.986, -3.117, 5.470], [8.775, -3.592, 7.197], [9.347, -5.264, 7.366], [11.151, -3.242, 7.658], [11.581, -4.711, 6.780], [10.677, -2.073, 5.564], [11.980, -3.184, 5.032], [0.587, 1.510, -11.709], [-0.194, 1.528, -10.804], [-0.937, 0.451, -10.423], [-1.845, 0.838, -9.384], [-1.240, 2.082, -8.766], [-0.540, 2.726, -9.951], [-2.825, 1.030, -9.831], [-1.941, 0.026, -8.662], [-1.977, 2.727, -8.287], [-0.500, 1.799, -8.013], [-1.209, 3.381, -10.513], [0.356, 3.263, -9.647]], "atomic_forces_ev_per_a": [[1.33, -0.19, 2.23], [-1.88, 0.45, -2.52], [1.60, 1.04, 1.67], [-0.35, 0.58, -1.65], [-0.28, -1.11, -0.08], [0.69, 0.02, 0.52], [0.44, 1.14, 0.20], [0.90, 0.38, 0.42], [-1.65, 0.08, -0.64], [0.09, -0.07, 0.57], [0.30, 0.47, -1.14], [0.40, -0.43, 0.29], [2.91, 1.35, -2.68], [-0.44, -0.94, 1.53], [-3.81, -0.29, 0.04], [0.52, 1.41, -0.42], [-1.15, 0.20, 1.03], [0.39, -1.11, -1.06], [0.39, -0.73, -0.20], [0.72, -0.02, -0.71], [0.35, 0.02, 0.91], [1.13, -0.16, -0.57], [-0.80, 0.38, -0.02], [-0.08, 0.67, 0.09], [-0.17, -1.26, 1.33], [1.32, 0.32, -1.56], [0.88, 1.15, 0.73], [1.16, -0.44, 0.57], [0.03, -0.60, -0.82], [-0.54, 2.03, 0.59], [-0.32, 0.39, 0.13], [-1.42, -0.43, 0.93], [-0.09, 0.15, -0.54], [-0.76, -1.33, -0.47], [0.62, 1.15, -0.77], [-1.93, -0.78, 1.33], [0.77, 0.63, 0.21], [-0.31, -1.43, 0.83], [0.37, -0.09, -1.22], [-0.15, 0.98, 0.17], [0.71, -0.14, -0.47], [-0.70, 0.04, -1.24], [0.58, -0.27, -0.72], [-0.24, -1.00, 0.31], [-0.73, -0.24, 0.15], [0.21, -1.03, -0.66], [-0.13, 0.96, -0.10], [-0.23, -0.38, 0.74], [-0.43, -0.72, -0.68], [-0.79, -0.51, 0.37], [0.30, 0.34, -0.93], [0.89, 0.35, 0.33], [-0.45, -0.11, 0.98], [0.53, 0.08, -0.22], [-0.43, -0.47, 0.58], [-0.14, -0.58, 1.26], [-1.01, -0.69, 0.09], [-0.18, 0.51, -0.51], [0.83, 0.37, 0.37], [-0.08, -0.98, 0.66], [0.25, -1.13, -0.08], [-0.50, 0.07, -0.71], [-0.24, 1.09, -0.42], [0.51, 0.73, 0.79], [0.04, 0.22, 0.23], [-0.65, -0.90, 0.25], [0.25, 0.11, 1.05], [-0.69, -0.13, -0.95], [-1.00, -0.31, 0.45], [0.61, -0.49, -0.40], [0.06, -0.32, -0.43], [1.04, -0.13, 0.67], [1.11, 0.18, 0.26], [-0.21, 0.93, -0.26], [0.27, -1.07, -0.12], [-0.08, 0.94, -0.60], [-0.29, 0.60, 0.78], [0.20, 0.51, -0.76], [-0.20, 0.23, 1.18], [0.28, -1.06, 0.47], [0.75, -0.37, -0.85], [-1.05, -0.20, -0.22], [-0.15, 0.92, 0.23], [0.91, -0.51, -0.15], [-0.42, 0.50, 0.23], [0.28, 0.34, 0.61], [-0.46, 0.23, -0.76], [0.02, 0.38, -0.22], [0.40, -1.02, 0.29], [-0.72, 0.08, -0.03], [-0.06, 0.30, -0.26], [0.43, 0.22, -0.25], [-0.38, -0.10, 0.36], [-0.04, 0.25, 0.34], [0.01, -0.15, 0.48], [0.07, -0.02, -0.04], [0.08, -0.10, -0.24], [-0.01, -0.09, -0.05], [-0.07, 0.00, -0.04], [0.13, 0.03, -0.06], [-0.02, 0.10, -0.33], [-0.47, -0.26, 0.24], [0.06, 0.33, -0.26], [0.25, 0.15, -0.42], [-0.09, -0.08, 0.47], [0.47, 0.06, -0.18], [0.11, -0.22, 0.43], [-0.04, -0.01, -0.09], [-0.11, -0.04, -0.20], [-0.07, -0.06, 0.01], [-0.46, 0.66, -0.19], [0.04, 0.01, -0.20], [-0.16, 0.22, -0.21], [0.07, -0.98, 0.87], [0.05, 0.28, -0.37], [0.13, 0.11, -0.33], [-0.05, -0.08, 0.42], [0.33, 0.11, 0.26], [0.21, -0.35, 0.36], [0.01, -0.02, -0.05], [-0.16, -0.01, -0.20], [-0.08, -0.05, -0.01], [-0.06, 0.04, 0.03], [0.05, 0.00, -0.13], [-0.15, 0.23, -0.21], [-0.20, -0.39, 0.22], [0.28, 0.35, -0.60], [0.16, 0.07, -0.02], [-0.22, -0.08, 0.16], [-0.07, 0.32, 0.34], [-0.06, -0.17, 0.55], [0.03, 0.00, -0.01], [0.06, -0.11, -0.22], [-0.01, -0.09, -0.04], [-0.07, 0.00, -0.02], [0.12, 0.02, -0.06], [-0.03, 0.09, -0.33]], "mulliken_charge": [-0.01, -1.56, -0.03, 1.76, -1.20, 0.26, -0.17, -1.07, -0.72, 0.15, -0.46, 1.05, 0.48, -0.89, 0.05, -1.29, -0.93, -0.63, -0.14, -0.83, -0.41, 0.12, 0.58, -0.41, -0.15, 1.51, -1.43, 0.49, -0.21, -0.63, -0.51, -0.66, -1.07, 0.35, -1.37, -0.60, 0.66, -0.37, -0.59, -0.63, -0.49, 0.42, 0.55, 0.83, 0.41, 0.24, 0.21, 0.28, 0.34, 0.41, 0.25, -0.28, 0.44, 0.09, 0.21, 0.14, 0.19, 0.24, 0.71, 0.45, 0.76, 0.10, 0.18, 0.42, 0.37, 0.37, 0.74, -0.34, 0.56, 0.35, 0.34, 0.62, 0.46, 0.04, -0.06, -0.39, 0.49, 0.30, 0.38, 0.34, -0.10, 0.79, -1.08, -0.46, 0.55, 0.29, 0.38, 0.23, 0.34, -0.73, 0.49, -0.36, -0.44, -0.52, -0.37, 0.27, 0.32, 0.32, 0.28, 0.28, 0.27, -0.61, 0.61, -0.32, -0.50, -0.31, -0.56, 0.23, 0.32, 0.41, 0.29, 0.21, 0.31, -0.59, 0.48, -0.35, -0.42, -0.50, -0.42, 0.26, 0.31, 0.33, 0.27, 0.25, 0.32, -0.55, 0.48, -0.35, -0.47, -0.13, -0.47, 0.29, 0.29, 0.15, 0.20, 0.29, 0.30]}